{"formula": "C38H56AlBBrN9OTe", "method": "ωB97M-V with the def2-TZVPD basis set", "s2": 0.7577, "e_homo_ev": [-9.4854, -10.7785], "spin_multiplicity": 2, "mol_weight_g_mol": 900.226, "gap_ev": [7.74, 7.42], "e_tot_ev": -140377.5762, "total_charge": 1, "fmax_ev_per_a": 3.439, "species": ["Al", "C", "N", "C", "C", "N", "C", "C", "N", "C", "C", "N", "C", "N", "C", "C", "C", "N", "C", "H", "H", "H", "H", "H", "H", "H", "H", "H", "H", "H", "H", "H", "H", "H", "H", "H", "H", "H", "H", "H", "H", "H", "H", "Br", "C", "C", "C", "N", "C", "C", "H", "H", "H", "H", "B", "C", "N", "H", "H", "H", "C", "C", "O", "N", "Te", "C", "C", "C", "C", "C", "C", "C", "C", "C", "C", "C", "C", "C", "C", "C", "C", "C", "C", "H", "H", "H", "H", "H", "H", "H", "H", "H", "H", "H", "H", "H", "H", "H", "H", "H", "H", "H", "H", "H", "H", "H", "H", "H"], "positions_angstrom": [[-0.91, 1.77, 1.03], [-3.83, 0.97, 3.26], [-3.84, 2.41, 3.06], [-5.11, 3.18, 2.84], [-4.61, 4.53, 3.41], [-3.19, 4.48, 2.93], [-2.48, 5.66, 2.49], [-2.81, 3.21, 2.88], [-1.60, 2.77, 2.62], [-0.37, 3.36, 3.24], [0.58, 2.18, 3.43], [0.68, 1.47, 2.11], [1.62, 0.54, 1.96], [1.89, -0.47, 2.80], [0.82, -1.15, 3.56], [3.00, -1.26, 2.27], [3.58, -0.29, 1.27], [2.48, 0.59, 0.91], [2.76, 1.84, 0.23], [-3.90, 0.46, 2.28], [-4.42, 0.52, 4.03], [-2.79, 0.70, 3.49], [-5.96, 2.86, 3.46], [-5.26, 3.30, 1.77], [-4.71, 4.56, 4.53], [-5.23, 5.39, 2.98], [-1.57, 5.89, 3.06], [-3.21, 6.56, 2.57], [-2.23, 5.56, 1.42], [-0.43, 3.75, 4.28], [0.10, 4.22, 2.69], [0.16, 1.50, 4.15], [1.53, 2.50, 3.74], [-0.15, -0.89, 3.10], [0.89, -0.93, 4.59], [0.86, -2.20, 3.42], [2.67, -2.18, 1.79], [3.79, -1.53, 2.96], [4.16, -0.73, 0.41], [4.31, 0.36, 1.72], [1.85, 2.37, -0.08], [3.28, 1.76, -0.71], [3.34, 2.56, 0.84], [-4.33, -5.60, 0.23], [-3.43, -4.50, 1.42], [-2.45, -5.02, 2.23], [-1.80, -4.09, 3.03], [-1.94, -2.73, 3.01], [-2.89, -2.29, 2.14], [-3.65, -3.15, 1.29], [-2.32, -6.06, 2.33], [-1.06, -4.42, 3.81], [-3.00, -1.22, 2.01], [-4.41, -2.78, 0.68], [0.84, 5.25, -1.59], [0.11, 4.15, -0.73], [-0.45, 3.42, -0.02], [0.78, 4.93, -2.73], [1.87, 5.57, -1.07], [0.16, 6.24, -1.48], [-2.91, -0.38, -1.25], [-2.03, 0.35, -0.35], [-2.63, 1.10, 0.59], [-0.72, 0.42, -0.26], [0.55, 0.10, -2.17], [-0.15, -1.93, -2.37], [-0.36, -2.86, -1.39], [0.10, -2.68, 0.06], [-0.89, -4.08, -1.68], [-1.12, -4.43, -3.02], [-1.74, -5.75, -3.36], [-0.86, -3.48, -4.00], [-0.45, -2.19, -3.69], [-0.30, -1.12, -4.73], [2.62, -0.25, -2.80], [3.41, -1.34, -2.45], [2.85, -2.65, -2.01], [4.75, -1.37, -2.69], [5.34, -0.24, -3.29], [6.82, -0.29, -3.73], [4.61, 0.96, -3.55], [3.22, 0.97, -3.21], [2.47, 2.28, -3.43], [-2.39, -0.89, -2.09], [-3.59, 0.35, -1.75], [-3.42, -1.16, -0.78], [-0.74, -2.70, 0.79], [0.51, -1.67, 0.21], [0.84, -3.40, 0.44], [-0.97, -4.90, -0.98], [-2.59, -5.90, -2.71], [-1.12, -6.68, -3.10], [-1.98, -5.74, -4.41], [-1.04, -3.72, -5.07], [-0.71, -1.52, -5.68], [0.77, -0.81, -4.88], [-0.98, -0.26, -4.64], [2.23, -2.25, -1.18], [3.70, -3.24, -1.73], [2.25, -3.18, -2.80], [5.31, -2.25, -2.44], [7.16, -1.29, -3.75], [7.38, 0.32, -3.01], [6.93, 0.19, -4.72], [5.19, 1.83, -3.82], [3.17, 2.94, -3.90], [2.16, 2.83, -2.50], [1.58, 2.08, -4.05]]}